Formula: C5H12S
Source: the OMol25 dataset
Level of theory: ωB97M-V/def2-TZVPD

XYZ file:
```
18
Properties=species:S:1:pos:R:3
C 0.41956 1.83417 -0.36694
C 0.01233 0.88548 -1.52723
C -0.10889 -0.56505 -0.97489
C 0.54582 -1.66198 -1.28828
S 0.73516 0.75937 2.53231
C 0.54630 -1.03127 2.03503
H 1.08966 1.17788 0.37692
H -0.37756 2.25469 0.22957
H 0.93044 2.70011 -0.83062
H -0.93254 1.02850 -2.07193
H 0.85853 0.85090 -2.28953
H -2.72269 -1.14799 0.01498
H -0.99613 -0.58324 -0.39029
H -3.20082 -0.57092 -0.10941
H 1.59710 -1.72053 -1.10747
H 0.35265 -1.63903 2.95873
H -0.22491 -1.24795 1.25103
H 1.47599 -1.32314 1.55802
```

Summary:
LUMO: -3.1042 eV
frontier orbital gap: 3.80 eV
HOMO: -6.91 eV
energy relative to the best compared isomer or geometry (same formula, charge and spin): 8.497 eV
multiplicity: 1
E: -595.569766 a.u.
total charge: 0



Formula: C25H25BeIO7P2Se
Source: the OMol25 dataset
Level of theory: ωB97M-V/def2-TZVPD

XYZ file:
```
62
Properties=species:S:1:pos:R:3
Be -0.29821 -0.86395 -0.22805
I -0.98611 0.90652 -1.61850
C -2.82205 1.75819 -0.73976
C -3.95684 1.32770 -1.37358
C -5.19433 1.92607 -1.09877
C -5.25358 2.96762 -0.22092
C -4.10675 3.39130 0.47779
C -4.21751 4.46062 1.39053
C -3.13362 4.89842 2.09575
C -1.91129 4.24380 1.94273
C -1.75167 3.18153 1.07955
P -0.11881 2.30248 1.11791
C 0.80291 3.80289 0.56566
C 0.56460 4.22204 -0.74417
C 1.18710 5.34421 -1.25711
C 2.07177 6.06337 -0.47126
C 2.32402 5.64880 0.82454
C 1.68714 4.53545 1.34839
C 0.13201 2.23984 2.92819
C 1.42192 2.19829 3.45411
C 1.61557 2.09269 4.82006
C 0.52801 1.95320 5.66969
C -0.75246 1.88948 5.14335
C -0.94867 2.03559 3.78290
C -2.83711 2.75465 0.26763
H -3.90807 0.54980 -2.12041
H -6.07522 1.58782 -1.62054
H -6.18025 3.49522 -0.04325
H -5.18543 4.92316 1.51601
H -3.22082 5.72021 2.79005
H -1.07046 4.55171 2.55005
H -0.12994 3.67451 -1.37113
H 0.97625 5.66490 -2.26678
H 2.54119 6.95699 -0.85193
H 3.01894 6.19545 1.44369
H 1.86828 4.27398 2.37966
H 2.27215 2.22507 2.78997
H 2.61865 2.10957 5.22485
H 0.67565 1.86070 6.73523
H -1.60169 1.71948 5.79055
H -1.95144 1.98471 3.38460
C 3.94179 -0.96622 1.71862
O 3.03896 -1.37821 0.69651
P 1.53578 -0.81280 0.76391
O 1.97716 0.86782 0.61010
C 2.59329 1.14418 -0.61874
O 1.16685 -0.51132 2.28611
C 0.52401 -1.37538 3.20709
H 4.92873 -0.86023 1.26399
H 3.97039 -1.72281 2.50643
H 3.62777 -0.01047 2.14728
H 2.15620 2.05412 -1.04149
H 2.45261 0.30795 -1.32361
H 3.66611 1.29181 -0.47968
H 0.46489 -0.82295 4.14660
H 1.08757 -2.29696 3.35808
H -0.48232 -1.64515 2.88203
O 1.04840 -2.72868 0.94574
Se -0.46621 -3.24912 0.61940
O -1.13756 -3.91626 1.86104
O -1.27876 -1.77910 0.24740
O -0.53081 -4.08699 -0.69165
```

Summary:
LUMO: -0.7929 eV
frontier orbital gap: 7.20 eV
HOMO: -7.99 eV
energy relative to the best compared isomer or geometry (same formula, charge and spin): 2.303 eV
multiplicity: 1
E: -4890.885164 a.u.
total charge: 0



Formula: C4H7IN2O
Source: the OMol25 dataset
Level of theory: ωB97M-V/def2-TZVPD

XYZ file:
```
15
Properties=species:S:1:pos:R:3
C 2.17374 -1.16648 -0.15640
C 1.84317 -1.80653 0.93224
C 1.93081 -1.43296 -1.59374
C -1.15672 1.92492 1.09345
N -0.91940 -0.27778 0.28436
N -0.82405 0.91353 0.17879
O 1.68968 -2.32957 1.98320
I 3.17978 0.70481 0.13054
H 1.26602 -2.32487 -1.90742
H 2.75722 -1.58033 -2.25289
H 1.27412 -0.64395 -1.92604
H -0.30481 2.27094 1.56853
H -1.79942 2.67556 0.70663
H -1.64727 1.39749 1.90241
H -1.30098 -0.72972 1.10570
```

Summary:
LUMO: -0.4853 eV
frontier orbital gap: 7.89 eV
HOMO: -8.38 eV
energy relative to the best compared isomer or geometry (same formula, charge and spin): 3.547 eV
multiplicity: 1
E: -638.922420 a.u.
total charge: 0



Formula: C4H8NO
Source: the OMol25 dataset
Level of theory: ωB97M-V/def2-TZVPD

XYZ file:
```
14
Properties=species:S:1:pos:R:3
C 0.53750 1.77598 -0.44852
C -0.03864 0.08281 -0.52005
C -0.32586 -0.82383 -1.58108
C 0.64921 0.45445 1.86524
N 0.17424 0.81599 0.49351
O -0.31656 -0.07348 2.70003
H 1.71361 2.15411 -0.97814
H -0.26003 2.26707 -0.92146
H 0.00438 -1.80730 -1.58628
H -0.52749 -0.41101 -2.56963
H -1.23381 -1.07730 -0.95631
H 1.47551 -0.28258 1.81686
H 1.16780 1.30184 2.06371
H 0.08056 -0.81835 3.15387
```

Summary:
LUMO: -4.7093 eV
frontier orbital gap: 9.98 eV
HOMO: -14.69 eV
energy relative to the best compared isomer or geometry (same formula, charge and spin): 5.667 eV
multiplicity: 1
E: -286.734237 a.u.
total charge: +1



Q: Which of these has the lowest HOMO?
A: C4H8NO



Q: energy relative to the best compared isomer or geometry (same formula, charge and spin) of number 3 (C4H7IN2O)?
A: 3.547 eV



Q: Which value of total charge does entry 1 give?
A: 0